1.
{
  "formula": "C48H57N5O2PScSe3Te",
  "method": "ωB97M-V with the def2-TZVPD basis set",
  "symbols": ["C", "C", "Te", "C", "C", "C", "C", "H", "C", "H", "H", "C", "C", "H", "H", "H", "H", "C", "C", "H", "H", "C", "H", "C", "H", "P", "N", "H", "C", "C", "C", "H", "C", "H", "H", "H", "O", "H", "H", "Se", "N", "C", "H", "H", "C", "C", "H", "H", "C", "C", "H", "C", "H", "N", "H", "H", "N", "H", "H", "C", "C", "H", "H", "C", "H", "H", "C", "H", "O", "Se", "C", "C", "C", "C", "C", "H", "C", "H", "H", "H", "H", "C", "H", "H", "C", "Se", "C", "C", "C", "H", "C", "C", "C", "C", "H", "H", "H", "C", "H", "H", "H", "H", "H", "H", "N", "H", "C", "H", "C", "H", "C", "H", "Sc", "C", "C", "H", "H", "H"],
  "xyz": [[-1.47, 0.20, 4.69], [-0.68, 1.76, 3.00], [3.37, 6.80, 0.38], [-2.38, 2.57, 4.69], [4.68, 3.39, -2.84], [-3.56, 3.13, -0.74], [-3.03, -1.85, -4.35], [0.15, -3.31, 1.19], [4.01, 2.22, -2.37], [-3.54, 0.79, 4.45], [5.74, 4.27, -4.55], [0.80, 2.70, -5.39], [5.84, -3.40, -2.10], [1.04, 3.44, -6.12], [4.74, -4.41, -3.65], [-3.27, -4.91, 2.95], [-3.76, -2.50, 1.09], [0.85, -2.97, 4.09], [-3.60, -2.99, 2.07], [-2.93, -1.07, 2.96], [-2.77, -2.88, -4.61], [2.94, -0.16, -2.69], [2.85, -0.30, 6.08], [5.07, -1.15, -1.63], [-4.87, 4.69, -0.18], [-0.17, -0.91, 2.46], [0.44, -0.34, 1.15], [-1.56, 2.93, 5.34], [-4.24, 0.92, -0.18], [-4.31, 0.13, -4.99], [2.06, -0.55, -3.88], [-4.04, -0.13, -0.11], [-1.63, 2.19, -2.57], [-2.90, 0.92, 6.04], [5.75, 2.17, -5.81], [4.73, 4.22, -2.14], [2.09, 0.11, -1.54], [0.89, -3.68, 3.24], [0.20, 2.17, 3.54], [3.70, 2.30, 1.86], [-1.24, -2.21, 2.39], [1.95, -2.28, 6.28], [-0.68, 0.50, 5.41], [-4.94, 0.69, -5.68], [1.97, -3.26, 5.08], [3.98, -2.43, -3.30], [-1.28, -2.70, 0.36], [5.10, -0.24, -1.03], [-3.87, 0.75, -3.81], [-1.58, -4.55, 1.52], [-2.40, 2.78, -3.12], [-4.71, 3.64, -0.12], [-1.02, -5.05, 2.30], [0.16, 0.82, -3.47], [1.47, -1.44, -3.57], [-2.09, -1.80, -2.39], [-0.90, 0.36, 3.34], [4.57, 0.17, -5.02], [-2.83, 3.86, -1.14], [-3.00, 0.08, -2.89], [-0.94, -3.16, 1.30], [6.53, -4.22, -1.90], [-1.04, 3.65, -4.70], [-3.81, -1.18, -5.29], [1.76, 0.30, 3.90], [2.95, -0.99, 3.88], [-1.93, 2.63, 3.21], [-6.50, 3.21, 1.05], [-1.33, 0.28, -1.08], [3.28, 4.39, 0.81], [4.00, -1.29, -2.54], [1.92, -0.79, 5.77], [-0.56, 1.91, -3.57], [5.97, -2.17, -1.42], [5.22, 3.40, -4.13], [2.44, 1.41, -5.87], [-2.61, -2.13, 2.90], [-0.11, -3.17, 4.58], [-4.02, -1.63, -6.26], [-1.49, -5.14, 0.62], [1.17, -0.12, 6.18], [-2.71, -1.26, -3.11], [-6.08, 0.73, 0.89], [-4.57, -2.93, 2.57], [-3.09, -4.44, 1.98], [1.29, 4.60, -0.34], [1.22, 0.58, -4.25], [-3.38, 1.73, -0.94], [-5.66, 2.79, 0.46], [-1.75, 3.65, 2.89], [5.23, 2.22, -4.87], [1.92, -0.74, 4.22], [-0.36, 2.81, -4.62], [4.57, 1.10, -4.43], [6.84, -2.04, -0.76], [2.93, -3.25, 4.56], [2.65, -0.79, -4.77], [-2.30, 0.98, -1.85], [3.63, 2.24, -1.37], [1.86, -4.29, 5.39], [1.09, -2.53, 6.90], [-0.35, 1.86, 1.94], [-1.24, 2.91, -1.85], [-4.18, 1.76, -3.59], [0.90, -1.55, 3.60], [-1.71, -0.84, 4.97], [-5.39, 1.41, 0.43], [3.36, -2.50, -4.18], [1.54, 1.52, -5.27], [-2.76, 2.26, 2.55], [4.82, -3.53, -3.01], [2.81, -2.46, 6.91], [0.48, 0.82, -0.45], [-2.67, 1.10, 4.98], [3.85, 1.08, -3.16], [-3.25, 3.21, 4.89], [-3.73, -5.01, 1.30], [-2.63, -2.57, 3.90]],
  "relative_energy_kcal_mol": 47.9,
  "charge": -2,
  "e_tot_ha": -10862.03634,
  "homo_lumo_gap_ev": [4.19, 4.20]
}

2.
{
  "formula": "C48H57N6OSSnTe",
  "method": "ωB97M-V with the def2-TZVPD basis set",
  "symbols": ["C", "Sn", "C", "N", "H", "H", "H", "C", "H", "C", "C", "C", "H", "H", "Te", "H", "C", "C", "C", "C", "C", "H", "C", "H", "H", "C", "C", "H", "H", "H", "H", "H", "C", "C", "C", "H", "H", "H", "O", "C", "N", "H", "H", "C", "C", "H", "N", "H", "C", "H", "H", "H", "C", "H", "H", "C", "C", "H", "H", "H", "H", "C", "C", "H", "H", "H", "H", "C", "C", "C", "N", "C", "C", "H", "H", "N", "C", "C", "C", "C", "H", "S", "H", "C", "H", "H", "H", "H", "C", "C", "H", "H", "C", "H", "C", "H", "H", "H", "C", "H", "N", "C", "C", "C", "H", "C", "C", "C", "H", "H", "H", "H", "C", "H", "H"],
  "xyz": [[5.55, -0.85, 2.10], [-0.17, 0.04, -0.59], [2.69, 6.60, -1.66], [1.89, 2.27, -1.02], [5.56, -1.90, 0.21], [0.00, 1.49, -3.66], [-4.75, 2.26, 3.86], [-1.12, 2.97, 5.57], [-1.83, 4.80, -4.14], [2.96, -0.90, 0.02], [4.01, 1.08, -0.30], [-0.32, -2.66, 4.65], [-1.92, 2.52, 4.97], [6.35, -0.32, 0.17], [-2.45, 0.82, 1.92], [4.68, -1.36, 2.53], [0.21, 2.23, 5.35], [-3.29, -1.50, -2.59], [1.67, -4.37, 2.75], [5.49, -0.87, 0.57], [1.43, 3.23, 3.35], [-6.23, 1.06, 5.66], [-0.05, -1.07, 2.58], [0.09, -2.37, 6.76], [2.67, 7.67, -1.44], [1.19, 2.36, -2.25], [-3.79, 0.38, 3.48], [3.33, -2.84, 0.88], [0.98, 2.67, 5.98], [3.77, 3.25, 4.85], [-2.83, -3.18, -3.62], [-1.34, -2.27, 4.76], [-1.27, 4.32, -3.33], [5.77, 2.11, -1.76], [1.44, 4.45, -1.37], [-4.43, -0.01, -3.59], [1.88, -4.82, 1.77], [-2.15, -2.95, -0.74], [-3.26, -0.88, -1.54], [0.24, 4.34, -3.63], [2.03, -0.01, -0.45], [-1.48, 4.86, -2.40], [3.73, -3.78, 3.13], [4.22, -0.26, 0.06], [2.57, -2.08, 0.69], [1.95, -5.44, -3.17], [0.55, -1.06, 1.42], [2.77, -4.00, 4.59], [1.10, -3.01, 2.52], [1.96, -1.22, -2.42], [-2.26, -4.45, -1.69], [5.53, 0.18, 2.47], [0.55, -2.13, 5.80], [3.58, 6.17, -1.20], [6.53, 2.89, -1.82], [2.95, -4.39, 3.59], [-1.95, -3.40, -1.71], [1.54, -2.58, 5.77], [-3.15, -0.73, -4.57], [0.10, 1.19, 5.66], [-1.02, 4.01, 5.27], [-4.68, 1.21, 4.09], [3.63, 4.10, 4.19], [3.17, -3.25, -3.18], [-4.64, -1.64, -4.27], [6.45, -1.33, 2.47], [1.35, 6.12, -0.04], [-0.47, -3.35, -2.05], [5.04, 2.16, -0.42], [0.22, 1.40, 2.84], [0.70, 1.75, 1.67], [1.38, -2.17, 1.37], [-5.19, -0.77, 5.16], [-0.43, -5.45, -2.47], [5.07, 2.25, -2.58], [-2.77, -2.73, -2.72], [0.53, 1.27, -2.73], [1.93, 3.48, -0.45], [2.08, 3.66, 0.98], [0.14, -4.53, -2.46], [-1.63, 3.30, -3.22], [-3.95, -1.24, 4.08], [0.67, -1.05, 5.73], [-5.48, 0.55, 5.06], [4.11, 3.86, 3.23], [2.77, 6.46, -2.74], [-5.64, -1.51, 5.81], [-1.41, 2.94, 6.62], [1.47, 2.89, 1.91], [-3.93, -0.94, -3.84], [0.92, -4.99, 3.24], [0.44, 3.76, -4.53], [2.14, -3.32, -2.87], [-0.98, 0.14, 4.09], [-0.65, 0.20, 3.06], [2.53, 4.59, 1.32], [3.32, -5.41, 3.68], [-0.38, -3.75, 4.72], [0.22, -2.29, 3.30], [4.13, 4.96, 4.62], [0.21, -2.19, -2.01], [1.47, -2.19, -2.44], [2.65, 1.16, -0.61], [0.63, 2.31, 3.92], [6.26, 1.14, -1.89], [1.47, -4.52, -2.86], [2.13, 4.38, 4.00], [1.42, 5.93, -1.12], [0.55, 5.36, -3.82], [1.68, 4.56, 4.97], [5.76, 2.06, 0.40], [4.56, 3.14, -0.31], [1.01, 3.77, -2.49], [2.00, 5.28, 3.40], [0.54, 6.38, -1.59]],
  "relative_energy_kcal_mol": 120.2,
  "charge": 1,
  "e_tot_ha": -3147.31246,
  "homo_lumo_gap_ev": 5.49
}

Sequential largest force on an atom output: 3.11, 0.87 eV/A